C2H4ClN3O2 | ωB97M-V with the def2-TZVPD basis set

Each line ends with the Mulliken charge.
Geometry (Å):
C  -0.65  0.53  -0.66  -0.35
C  0.99  0.91  0.43  -0.01
N  -0.29  -0.82  -0.19  -0.46
N  0.91  -0.52  0.55  -0.33
N  -1.62  1.26  0.08  0.82
O  -2.00  2.27  -0.52  -0.58
O  -2.06  0.93  1.17  -0.54
Cl  2.35  1.47  -0.34  -0.14
H  -0.72  0.94  -1.59  0.57
H  0.69  1.44  1.22  0.37
H  -1.01  -1.25  0.46  0.36
H  1.73  -0.99  0.11  0.31

Its HOMO energy is -9.175 eV. For the LUMO energy, the calculation gives -0.8 eV. The HOMO-LUMO gap comes out at 8.40 eV.

---

C2H4ClN3O3 | ωB97M-V with the def2-TZVPD basis set

Each line ends with the Mulliken charge.
Geometry (Å):
N  -1.08  -0.67  -0.42  -0.50
C  -0.07  0.14  -0.86  0.37
Cl  1.47  -0.63  -1.10  -0.14
N  -0.45  1.28  -1.39  0.62
O  -1.67  1.72  -1.34  -0.77
O  0.53  2.20  -1.78  -0.41
H  -2.04  -0.32  -0.71  0.29
H  -0.98  -1.63  -0.61  0.21
H  0.11  2.96  -1.96  0.32
N  0.16  1.91  3.21  -0.41
C  0.33  0.78  2.81  0.57
O  0.82  -0.30  2.64  -0.44
H  -0.57  2.54  3.12  0.27

Its HOMO energy is -8.506 eV. For the LUMO energy, the calculation gives 0.5 eV. As for the SMILES: N/C(Cl)=[N+](\[O-])O.N=C=O. The HOMO-LUMO gap comes out at 8.96 eV.

---

C2H4ClN3O3 | ωB97M-V with the def2-TZVPD basis set

Each line ends with the Mulliken charge.
Geometry (Å):
N  1.03  -0.27  -1.49  -0.35
C  1.16  -0.30  -0.15  0.17
O  2.19  -0.13  0.41  -0.54
C  -0.27  -0.30  0.53  0.64
N  -0.29  0.14  1.86  -0.58
Cl  -0.80  -1.96  0.51  -0.14
N  -1.16  0.60  -0.35  0.86
O  -1.22  1.76  -0.11  -0.57
O  -1.78  0.03  -1.22  -0.55
H  0.32  -0.48  -2.24  0.24
H  1.91  -0.35  -2.00  0.26
H  -1.28  0.19  2.21  0.28
H  0.19  1.07  2.04  0.30

Its HOMO energy is -10.422 eV. For the LUMO energy, the calculation gives -0.1 eV. As for the SMILES: NC(=O)[C@](N)(Cl)[N+](=O)[O-]. The HOMO-LUMO gap comes out at 10.30 eV.

---

C2H4ClNO | ωB97M-V with the def2-TZVPD basis set

Each line ends with the Mulliken charge.
Geometry (Å):
C  -1.48  0.32  -0.04  -0.02
C  1.01  -0.49  -0.12  -0.21
N  -0.89  -0.78  0.03  -0.43
O  1.23  0.84  0.00  -0.45
Cl  -3.16  0.16  -0.10  -0.17
H  -0.95  1.26  -0.10  0.36
H  1.45  -1.27  0.50  0.27
H  1.13  -0.97  -1.04  0.29
H  1.67  0.93  0.88  0.35

Its HOMO energy is -9.298 eV. For the LUMO energy, the calculation gives 0.5 eV. The HOMO-LUMO gap comes out at 9.78 eV.

---

C2H4ClNO | ωB97M-V with the def2-TZVPD basis set

Each line ends with the Mulliken charge.
Geometry (Å):
O  2.54  -0.53  -0.05  -0.34
N  1.69  0.42  -0.15  -0.40
C  0.67  0.13  0.45  0.04
C  -0.63  0.83  -0.05  -0.33
Cl  -2.03  -0.36  -0.07  -0.20
H  3.15  -0.58  -0.72  0.34
H  0.46  -0.38  1.40  0.34
H  -0.48  1.12  -1.13  0.28
H  -0.96  1.62  0.65  0.27

Its HOMO energy is -9.690 eV. For the LUMO energy, the calculation gives 0.8 eV. As for the SMILES: O/N=C/CCl. The HOMO-LUMO gap comes out at 10.46 eV.

---

C2H4ClNS | ωB97M-V with the def2-TZVPD basis set

Each line ends with the Mulliken charge.
Geometry (Å):
C  0.59  -1.43  -0.28  -0.08
N  0.59  -0.90  0.82  -0.22
C  0.00  0.11  1.43  -0.01
S  0.52  1.60  1.35  -0.31
H  1.12  -2.32  -0.61  0.28
H  -0.14  -0.97  -1.11  0.12
H  -0.88  -0.32  2.08  0.24
Cl  -1.30  1.95  -2.30  -0.25
H  -0.50  2.29  -1.37  0.22

Its HOMO energy is -8.963 eV. For the LUMO energy, the calculation gives 0.2 eV. As for the SMILES: C=NC=S.Cl. The HOMO-LUMO gap comes out at 9.13 eV.

---

C2H4ClOP | ωB97M-V with the def2-TZVPD basis set

Each line ends with the Mulliken charge.
Geometry (Å):
C  -0.03  -0.08  0.46  -0.19
C  -1.31  -0.58  0.03  -1.00
O  3.34  0.92  -0.51  -0.36
P  2.11  0.94  -1.23  0.34
Cl  0.34  1.63  0.22  -0.14
H  0.46  -0.58  1.25  0.40
H  -1.69  0.04  -0.77  0.33
H  -1.86  -0.72  0.90  0.29
H  -1.36  -1.56  -0.35  0.33

Its HOMO energy (spin up / spin down) is -6.986 / -8.178 eV. For the LUMO energy (spin up / spin down), the calculation gives -0.3 / 0.1 eV. The HOMO-LUMO gap (spin up / spin down) comes out at 6.70 / 8.24 eV.

---

C2H4ClOP | ωB97M-V with the def2-TZVPD basis set

Each line ends with the Mulliken charge.
Geometry (Å):
C  -0.13  0.69  0.34  -0.09
C  1.05  0.05  -0.45  -0.87
O  -1.36  0.24  -0.27  -0.29
P  -1.23  -1.30  -0.86  0.30
Cl  -0.95  -2.37  0.93  -0.23
H  -0.24  0.46  1.39  0.27
H  -0.23  1.80  0.29  0.23
H  1.11  0.57  -1.31  0.35
H  1.98  -0.14  -0.07  0.33

Its HOMO energy (spin up / spin down) is -8.256 / -9.113 eV. For the LUMO energy (spin up / spin down), the calculation gives -0.8 / -0.8 eV. The HOMO-LUMO gap (spin up / spin down) comes out at 7.48 / 8.27 eV.

---

How do the records compare in energy relative to the best compared isomer or geometry (same formula, charge and spin)? In the order shown, they have 523.5 160.8 72.2 269.1 330.6 166.9 340.6 249.4 kJ/mol.
How do the records compare in electronic energy? In the order shown, they have -853.32253 -928.66229 -928.69604 -668.70164 -668.67822 -991.67659 -955.27633 -955.31108 Ha.